31
Properties=species:S:1:pos:R:3:forces:R:3:lowdin_charge:R:1 method="wB97M-V/def2-TZVPD" e_homo_ha=-0.229 charge=-1 lumo_energy_ha=0.0708
Be -0.334876 0.556747 -0.741446 -0.2 0.1 0.2 0.18
O -2.294966 -0.058099 4.745964 0.0 -0.2 0.1 0.08
C -1.922630 -0.009380 3.446088 0.1 0.1 -0.4 -0.28
C -1.844534 1.189648 2.745432 -0.1 0.1 0.1 0.06
C -1.432716 1.153260 1.435266 0.0 -0.1 0.1 -0.14
N -1.095250 0.024172 0.802554 0.1 0.1 -0.1 0.16
C -1.199551 -1.136283 1.463790 0.2 -0.1 0.1 -0.11
C -1.609920 -1.187086 2.782754 -0.1 0.0 0.1 0.07
C -0.818627 -2.437790 0.729577 -0.4 0.2 -0.7 -0.65
O -0.959509 -3.482924 1.361268 0.1 -0.2 0.4 0.00
O -0.481307 -2.255406 -0.467423 0.8 0.2 0.1 -0.04
C -1.275681 2.391119 0.572378 -0.1 0.2 0.2 -0.54
O -1.571013 3.488763 1.013171 0.0 -0.1 -0.1 0.06
O -0.821246 2.091986 -0.588945 0.1 0.0 -0.1 0.03
H -2.483767 0.833846 5.051545 0.0 0.1 0.0 0.11
H -2.082813 2.149440 3.188323 0.0 0.0 0.0 0.13
H -1.671631 -2.154151 3.260953 0.0 0.0 0.0 0.13
N 2.365311 -1.351569 -1.099890 -1.5 -0.9 0.3 0.22
C 2.260481 -0.052889 -1.105806 -0.3 1.0 0.4 -0.54
O 1.312383 0.589555 -0.572685 0.6 -0.6 -0.4 0.06
C 3.320646 0.832738 -1.713595 0.0 -0.1 -0.1 -0.53
I 5.190602 -0.085084 -2.151651 0.0 0.0 0.0 0.81
H 1.511609 -1.887691 -0.786851 0.6 0.4 -0.4 0.13
H 3.049899 -1.806965 -1.679187 0.1 0.0 0.0 0.06
H 3.516722 1.662297 -1.043448 -0.1 0.0 0.0 0.06
H 2.928112 1.210481 -2.654290 -0.1 0.0 0.0 0.06
F -0.662514 0.080411 -2.203473 -0.2 -0.2 0.1 0.13
B -0.307323 -0.065820 -3.666752 0.1 0.1 -0.5 -1.14
F 1.071289 -0.296292 -3.708222 0.0 0.0 0.2 0.13
F -1.033266 -1.121467 -4.149631 0.1 0.1 0.1 0.17
F -0.623907 1.134428 -4.265769 0.0 -0.1 0.1 0.15

=====

51
Properties=species:S:1:pos:R:3:forces:R:3:mulliken_spin:R:1 method="wB97M-V/def2-TZVPD" e_homo_ha="-0.264 / -0.265" spin_multiplicity=8 charge=0 de_lowest_kcal_mol=0.0 lumo_energy_ha="-0.0124 / -0.0134"
C 0.583347 3.191347 -2.996728 -0.2 0.2 0.0 0.00
C -0.656918 2.695507 -2.635655 -0.2 -0.5 0.5 0.00
C -0.732728 1.630983 -1.716792 -0.1 0.9 -0.7 -0.02
C 0.428552 1.047971 -1.204312 -0.5 -0.7 0.1 -0.03
C 1.671028 1.542757 -1.604405 -0.5 1.2 -0.7 0.00
C 1.745803 2.644562 -2.464425 -0.1 -0.3 0.0 0.00
C -2.169994 1.279521 -1.306246 -0.3 0.4 0.6 -0.01
C -2.700477 -0.184200 -1.180513 -1.5 0.5 -0.3 0.00
N -1.871702 -1.287392 -1.690587 -1.5 -1.9 -2.6 -0.02
Eu -0.565184 -0.813004 0.105105 1.3 1.1 2.7 7.05
C 2.908767 0.918244 -1.056214 -0.1 -1.1 1.1 -0.01
P 2.325836 -0.747931 -0.413770 0.5 0.8 -0.6 0.03
H -1.596665 3.113144 -3.016689 0.5 0.0 -0.1 0.00
H 2.707288 3.061981 -2.728099 0.1 0.1 -0.1 0.00
H 0.605607 4.025996 -3.683679 0.3 0.1 0.0 0.00
H 3.289989 1.460135 -0.180012 0.0 0.1 -0.2 0.00
H 3.739896 0.771678 -1.758866 -0.2 0.1 0.0 0.00
H -2.352298 1.760238 -0.318188 0.1 -0.3 -0.5 0.00
H -2.849076 1.812019 -1.991722 0.3 -0.3 0.2 0.00
H -3.010955 -0.381523 -0.121511 0.5 -0.1 -0.5 0.00
C 3.832517 -1.370332 0.396028 0.1 -0.2 -0.1 0.00
C 2.357981 -1.654307 -2.024560 0.0 -0.3 0.2 0.00
H -3.666935 -0.253334 -1.694958 0.1 0.3 -0.1 0.00
C -1.289230 -1.006428 -3.053586 -0.3 0.0 0.3 0.00
C -2.756486 -2.534823 -1.826318 0.2 0.7 0.0 0.01
H 0.878545 -1.741194 1.775071 -2.1 -2.2 -0.3 0.00
H -1.723995 -1.717010 -3.774963 0.2 0.5 0.1 0.00
H -1.561810 0.026157 -3.315471 0.5 -0.5 -0.3 0.00
H -0.200729 -1.173745 -3.044159 -0.5 0.4 -0.1 0.00
H -2.865649 -2.713779 -2.912778 -0.4 -0.1 0.8 0.00
H -2.300998 -3.449605 -1.404811 -0.2 0.6 0.1 0.00
H -3.749941 -2.312448 -1.376782 0.7 -0.5 -0.2 0.00
H 3.395279 -1.691839 -2.392645 -0.4 -0.1 0.0 0.00
H 1.981039 -2.672176 -1.828425 0.3 0.2 -0.3 0.00
H 1.717170 -1.169863 -2.778177 0.4 -0.1 0.4 0.00
H 4.709749 -1.252496 -0.259030 -0.1 -0.1 0.4 0.00
H 3.960987 -0.806657 1.333478 0.1 -0.3 -0.3 0.00
H 3.652882 -2.431019 0.629914 0.3 0.3 0.0 0.00
H 0.211553 -2.313209 1.681755 2.3 1.6 0.9 0.02
F 0.689415 -0.053452 7.197890 -0.3 0.1 -0.4 0.00
C -0.000406 0.171891 6.061421 0.0 0.0 -0.2 0.00
C -0.008976 1.449963 5.485696 0.1 -0.1 0.1 0.00
F 0.682740 2.454109 6.073715 -0.5 -0.6 -0.2 0.00
C -0.701364 1.670268 4.299316 -0.2 -0.4 -0.2 0.00
F -0.729070 2.917359 3.777430 0.1 -0.7 0.4 0.00
C -1.359573 0.615094 3.609391 0.9 -0.3 1.6 0.00
S -2.178271 0.868670 2.150228 -0.4 0.0 -1.6 -0.01
C -1.305555 -0.665446 4.213801 0.2 0.5 -0.2 0.00
F -1.845834 -1.727610 3.550061 0.3 0.5 0.6 0.00
C -0.666413 -0.886490 5.428607 0.1 0.1 0.0 0.00
F -0.658738 -2.118307 5.986183 0.1 0.6 -0.2 0.00

=====

22
Properties=species:S:1:pos:R:3:forces:R:3:lowdin_charge:R:1 method="wB97M-V/def2-TZVPD" e_homo_ha=-0.345 charge=0 de_lowest_kcal_mol=38.2 smiles=N.O.O.O.O.O.O lumo_energy_ha=0.0098
N 0.752148 -0.806477 -3.392353 0.1 -0.5 -1.3 0.04
H 0.040681 -1.155134 -2.804607 -0.5 0.1 0.7 -0.03
H 1.527188 -0.330520 -2.995534 0.1 0.4 0.2 -0.01
H 0.434622 -0.549912 -4.318377 0.3 0.2 0.5 0.01
O 3.812911 3.144097 0.585279 0.7 0.2 0.5 -0.08
H 3.777267 2.658341 1.426645 0.0 0.2 -0.4 0.04
H 4.632216 3.679300 0.652271 -0.8 -0.5 -0.1 0.05
O -2.617003 0.194477 -1.595602 -1.0 -1.6 -0.4 -0.07
H -2.124108 0.937668 -1.914345 0.5 0.6 0.7 0.00
H -2.639413 0.077391 -0.634176 0.6 0.8 -0.3 -0.01
O -1.243095 -3.024873 -0.607333 0.5 0.5 0.3 -0.08
H -1.454365 -2.681339 -1.486532 0.1 0.1 0.3 0.03
H -0.695872 -2.336453 -0.168844 -0.7 -0.6 -0.6 0.05
O 2.301839 -0.786665 4.025414 -1.4 0.8 -0.5 -0.05
H 2.049035 -0.959774 4.933621 0.6 -0.3 0.0 0.03
H 3.170225 -1.080088 3.804118 0.8 -0.5 0.4 0.02
O -2.759359 -0.839846 1.230510 -0.5 0.3 -0.7 -0.04
H -3.243962 -1.559222 0.812185 0.0 -0.1 -0.1 0.05
H -2.386423 -1.245059 1.999148 0.5 -0.2 0.8 0.03
O -0.528636 2.003849 -0.538365 0.4 -0.2 -0.4 -0.05
H -0.520927 2.520637 0.266008 0.0 0.2 0.2 0.04
H 0.401196 1.800819 -0.723851 -0.4 0.1 0.1 0.05

=====

21
Properties=species:S:1:pos:R:3:forces:R:3:lowdin_charge:R:1 method="wB97M-V/def2-TZVPD" e_homo_ha=-0.304 charge=0 de_lowest_kcal_mol=44.9 lumo_energy_ha=0.0368
C 2.224408 -1.134960 1.396383 -0.5 0.1 0.1 0.00
C 1.762461 -1.109238 0.141476 -2.1 0.1 1.1 -0.43
N 2.591322 -1.314533 -0.935676 -0.6 -0.4 -1.1 0.08
N 0.225250 -0.876295 -0.216178 5.1 -0.4 0.9 0.15
C -0.116818 0.299657 0.067090 -4.9 0.4 -2.0 -0.29
C 0.489119 1.510051 0.701266 0.3 -0.1 -0.1 -0.04
C -1.703403 0.478770 -0.539233 2.5 0.9 1.1 -0.28
C -1.913454 1.432756 -1.446365 0.0 -0.4 0.2 0.01
C -2.736213 -0.441632 0.013296 -0.2 -0.1 0.0 -0.09
H 1.602810 -0.872181 2.240906 -0.1 -0.2 -0.1 0.05
H 3.248753 -1.427147 1.615056 -0.1 0.2 -0.2 0.05
H 3.404907 -1.885849 -0.722917 -0.2 0.2 -0.1 0.09
H 2.057430 -1.698888 -1.709447 0.3 0.1 -0.1 0.09
H -0.130108 2.391893 0.523289 0.0 -0.2 -0.1 0.07
H 0.548171 1.352054 1.781176 0.1 0.1 -0.1 0.08
H 1.491198 1.681666 0.304604 0.1 0.0 0.2 0.09
H -1.110955 2.047336 -1.843828 0.0 0.0 0.2 0.06
H -2.907023 1.622028 -1.849376 0.1 -0.2 0.0 0.06
H -2.766637 -0.382448 1.105839 0.1 -0.1 -0.1 0.08
H -3.738878 -0.195987 -0.358307 0.2 0.0 0.0 0.08
H -2.522341 -1.477053 -0.269056 0.1 0.1 0.1 0.08

=====

Summary of electronic energy in hartree
-1645.4734, -2741.5852, -515.1587, -383.3516
(order as listed above)